Computed, not measured: one molecule with the formula C3H6FN3 in a non-equilibrium geometry, with ωB97M-V/def2-TZVPD.

Each line ends with the Mulliken charge.
Cartesian coordinates (Å):
C: 0.470 0.884 -1.048  -0.276
C: -0.950 -0.923 -0.171  0.229
C: 0.736 0.046 1.352  -0.896
N: -0.843 1.087 -1.221  -0.057
N: -1.606 0.201 -1.024  -0.217
N: 0.346 -0.722 0.138  -0.373
F: -1.103 -1.974 -1.046  -0.320
H: 1.023 0.504 -1.971  0.284
H: 1.035 1.726 -0.667  0.288
H: -1.667 -1.306 0.547  0.300
H: 1.738 0.131 1.292  0.379
H: 0.265 1.030 1.619  0.304
H: 0.558 -0.684 2.199  0.356

Results
Lowest unoccupied orbital energy in eV: 0.1
HOMO-LUMO gap in eV: 9.798
Net charge: 0
Calculated total energy in eV: -10391.7973
ΔE to the lowest compared entry with this formula, charge and spin in eV: 3.816

---

Computed, not measured: C52H61FGe2NbOS4 as an isolated structure in a non-equilibrium geometry, with ωB97M-V/def2-TZVPD.

Each line ends with the Mulliken charge.
Cartesian coordinates (Å):
Nb: -2.726 -0.761 -2.581  0.182
C: -1.162 4.442 -4.760  -1.555
C: -0.037 3.504 -4.392  0.531
C: 0.205 2.384 -5.220  -1.018
C: 1.213 1.465 -4.912  0.953
C: 1.279 0.197 -5.745  -1.426
C: 2.021 1.654 -3.740  -0.095
C: 1.895 2.916 -3.089  0.872
C: 2.777 3.448 -1.987  -1.572
C: 0.831 3.776 -3.363  -0.519
C: 2.971 0.565 -3.181  0.364
C: 4.029 0.075 -3.935  -0.604
C: 4.921 -0.814 -3.407  -1.557
C: 4.857 -1.183 -2.082  -0.802
C: 3.813 -0.675 -1.261  0.387
C: 2.757 0.044 -1.871  0.933
Ge: 0.854 -0.094 -1.123  0.277
S: -0.562 -0.665 -3.037  0.147
S: -0.481 1.692 -0.474  -0.253
Ge: -1.312 0.008 0.917  1.087
S: -3.309 -0.667 -0.286  -0.202
S: 0.367 -1.462 0.573  0.157
C: -2.137 0.371 2.732  0.352
C: -2.722 -0.690 3.437  0.605
C: -3.587 -0.328 4.498  -0.706
C: -3.821 1.013 4.824  -1.248
C: -3.265 2.063 4.147  -1.062
C: -2.326 1.717 3.101  0.525
C: -1.575 2.898 2.616  -0.110
C: -2.268 4.081 2.246  0.534
C: -3.770 4.088 1.950  -2.175
C: -1.632 5.256 1.822  -0.973
C: -0.241 5.333 1.883  0.423
C: 0.566 6.388 1.105  -1.511
C: 0.433 4.257 2.423  -0.741
C: -0.179 3.038 2.737  2.309
C: 0.652 2.083 3.574  -1.583
C: -2.468 -2.130 3.245  0.500
C: -1.165 -2.678 3.329  0.368
C: -0.053 -1.908 3.944  -1.189
C: -0.909 -3.958 2.815  -0.630
C: -1.989 -4.796 2.462  0.518
C: -1.673 -6.115 1.786  -1.455
C: -3.298 -4.307 2.640  -0.808
C: -3.545 -3.009 2.999  0.963
C: -5.035 -2.680 3.159  -2.065
C: 3.958 -0.892 0.227  0.742
C: 4.201 0.191 1.109  1.241
C: 4.507 1.612 0.736  -1.439
C: 4.480 -0.050 2.479  -0.990
C: 4.464 -1.345 3.047  0.100
C: 4.659 -1.598 4.516  -1.653
C: 4.234 -2.404 2.124  -1.063
C: 4.075 -2.247 0.766  0.953
C: 4.015 -3.453 -0.112  -1.785
H: -0.937 5.003 -5.767  0.320
H: -1.421 5.142 -3.927  0.332
H: -2.090 3.952 -4.992  0.393
H: -0.367 2.234 -6.120  0.428
H: 0.583 0.321 -6.621  0.367
H: 1.026 -0.646 -5.156  0.347
H: 2.288 0.049 -6.247  0.312
H: 3.592 2.820 -1.746  0.203
H: 2.191 3.576 -1.019  -0.001
H: 3.094 4.460 -2.198  0.611
H: 0.758 4.635 -2.687  0.414
H: 4.073 0.514 -4.894  0.731
H: 5.774 -1.238 -4.009  0.306
H: 5.591 -1.770 -1.553  0.687
H: -4.030 -1.095 5.128  0.530
H: -4.531 1.290 5.641  0.345
H: -3.447 3.112 4.434  0.480
H: -4.290 4.631 2.751  0.350
H: -4.161 3.076 1.839  0.292
H: -3.924 4.588 1.004  0.588
H: -2.263 5.970 1.292  0.448
H: 0.111 7.369 1.226  0.442
H: 0.468 6.157 0.015  0.123
H: 1.631 6.405 1.329  0.402
H: 1.532 4.425 2.453  0.213
H: 1.189 2.773 4.285  0.452
H: 1.443 1.613 3.005  0.053
H: 0.039 1.413 4.160  0.347
H: 0.692 -2.556 4.378  0.644
H: -0.485 -1.230 4.759  0.208
H: 0.448 -1.221 3.300  -0.018
H: 0.108 -4.315 2.694  0.417
H: -2.302 -6.933 2.071  0.417
H: -0.614 -6.408 1.952  0.356
H: -1.743 -6.011 0.712  0.230
H: -4.164 -5.003 2.604  0.417
H: -5.495 -3.040 4.092  0.314
H: -5.664 -3.194 2.367  0.476
H: -5.214 -1.640 2.984  0.450
H: 4.921 1.697 -0.265  0.243
H: 5.157 1.973 1.500  0.654
H: 3.595 2.271 0.818  0.023
H: 4.757 0.834 3.033  0.393
H: 5.703 -1.852 4.849  0.300
H: 4.074 -2.387 4.907  0.426
H: 4.327 -0.701 5.069  0.387
H: 4.280 -3.416 2.485  0.399
H: 4.209 -4.315 0.494  0.472
H: 4.821 -3.517 -0.834  0.359
H: 3.043 -3.523 -0.550  0.286
O: -2.979 1.608 -2.470  -0.613
H: -3.369 1.838 -3.322  0.331
H: -2.109 2.010 -2.313  0.273
F: -4.211 -0.440 -3.764  -0.726
C: -3.465 -4.223 -4.785  -1.501
C: -2.467 -3.506 -3.797  1.648
C: -1.277 -4.428 -3.439  -1.493
C: -3.097 -2.836 -2.596  -1.251
H: -2.888 -4.786 -5.514  0.402
H: -3.974 -3.417 -5.355  0.358
H: -4.210 -4.898 -4.248  0.339
H: -2.084 -2.671 -4.500  -0.186
H: -1.622 -5.336 -2.901  0.365
H: -0.576 -3.891 -2.792  0.206
H: -0.842 -4.776 -4.394  0.422
H: -2.760 -3.322 -1.661  0.315
H: -4.233 -2.860 -2.601  0.509

Results
Lowest unoccupied orbital energy in eV: -4.2
HOMO-LUMO gap in eV: 6.216
Net charge: +1
Calculated total energy in eV: -217601.2749
ΔE to the lowest compared entry with this formula, charge and spin in eV: 0.679

---

Computed, not measured: C9H10N2O2 as an isolated structure in a non-equilibrium geometry, with ωB97M-V/def2-TZVPD.

Each line ends with the Mulliken charge.
Cartesian coordinates (Å):
C: 0.317 -1.296 -2.592  -0.004
C: -0.979 -0.866 -2.479  -1.103
C: 1.241 -1.227 -1.602  -0.839
C: -1.295 -0.260 -1.283  -0.323
C: 0.897 -0.631 -0.390  0.717
C: -0.364 -0.092 -0.210  -0.295
C: 1.807 -0.530 0.803  -0.479
C: 1.062 0.149 1.965  -0.884
C: -0.621 0.646 1.002  0.546
N: -1.699 0.220 1.754  -0.557
N: -0.549 2.136 0.780  1.038
O: 0.421 2.617 0.291  -0.586
O: -1.515 2.772 1.218  -0.660
H: 0.835 -1.734 -3.542  0.203
H: -1.661 -0.923 -3.361  0.328
H: 2.266 -1.485 -1.770  0.429
H: -2.217 0.044 -1.033  0.564
H: 2.135 -1.540 1.054  0.348
H: 2.723 0.132 0.427  0.254
H: 0.537 -0.445 2.724  0.333
H: 1.237 1.199 2.459  0.349
H: -2.650 0.227 1.283  0.307
H: -1.930 0.883 2.502  0.314

Results
Lowest unoccupied orbital energy in eV: 0.2
HOMO-LUMO gap in eV: 9.671
Net charge: 0
Calculated total energy in eV: -16565.6813
ΔE to the lowest compared entry with this formula, charge and spin in eV: 5.038

---

Computed, not measured: C2AlF6NO4S2 as an isolated structure in a non-equilibrium geometry, with ωB97M-V/def2-TZVPD.

Each line ends with the Mulliken charge.
Cartesian coordinates (Å):
Al: -2.506 -0.525 -2.938  1.402
C: -1.173 1.307 1.781  0.758
F: -2.363 1.455 2.310  -0.043
F: -0.876 2.309 0.912  -0.103
F: -0.242 1.292 2.721  -0.030
S: -1.257 -0.425 0.810  1.074
O: -0.509 -1.432 1.551  -0.250
O: -2.681 -0.722 0.573  -0.388
N: -0.520 -0.125 -0.809  -0.236
S: 0.923 0.416 -0.720  0.824
O: 1.238 1.491 -1.676  -0.230
O: 1.408 0.609 0.652  -0.319
C: 1.941 -1.151 -1.206  0.769
F: 1.720 -1.465 -2.525  -0.104
F: 3.211 -0.867 -0.985  -0.051
F: 1.685 -2.166 -0.451  -0.071

Results
Lowest unoccupied orbital energy (alpha / beta) in eV: -19.5 / -19.1
HOMO-LUMO gap (alpha / beta) in eV: 4.920 / 6.016
Net charge: +3
Calculated total energy in eV: -56278.1076
2S+1: 2